This record from the OMol25 dataset describes 11 unconnected molecules or ions with the total composition C34H93N3O14 at a distorted geometry. The level of theory is ωB97M-V with the def2-TZVPD basis set.

Each line ends with the Löwdin charge.
Positions of all 144 atoms, in Å:
C1 -0.32114 0.86097 -4.00399  -0.20
H1 -4.03776 2.54392 2.63196  0.13
C2 5.50944 -2.67365 -2.06672  -0.20
H2 -0.64639 2.64970 2.81683  0.04
H3 -3.77060 3.46026 -5.52444  0.07
H4 -1.79144 -1.37496 -3.47958  0.11
C3 -2.28924 -0.42920 -3.42301  -0.16
H5 -1.80490 0.18363 4.27860  0.08
C4 -0.43126 -4.41255 -0.40476  -0.06
H6 0.58760 0.51926 1.88352  0.11
H7 -0.77352 -2.85737 1.49322  0.02
C5 -3.57900 3.57685 -3.45747  -0.31
O1 3.51935 -0.48893 2.17034  -0.10
C6 -3.66299 1.97823 1.77293  -0.19
C7 6.01183 -2.89514 -0.68789  -0.24
O2 1.02625 -0.55337 -2.54015  -0.18
H8 1.76726 -5.22877 2.41464  0.07
H9 4.51881 -4.54740 3.38288  0.14
H10 -1.09335 0.70980 -2.19438  0.07
C8 4.99482 1.81724 -3.52251  -0.32
O3 3.59040 -5.44377 1.58082  -0.19
H11 6.10771 0.71280 -4.80030  0.05
H12 0.51165 2.89140 -0.06702  0.07
H13 -1.48010 -0.75430 0.92502  0.07
H14 0.76261 3.46967 4.08696  0.12
H15 -0.65316 -4.85921 -1.35173  0.06
C9 4.43311 -4.02783 -3.74911  -0.11
O4 -3.84483 -0.02914 2.93664  -0.21
H16 6.12256 -4.82273 1.25503  0.11
C10 4.11607 0.18925 -0.06947  -0.06
C11 -5.10194 3.47101 0.55421  -0.22
H17 -0.67931 0.95193 -5.04059  0.13
H18 -0.76082 3.34665 -1.23937  0.06
C12 -6.40425 6.82701 1.10571  -0.12
N1 -1.42028 0.72448 -3.12233  -0.07
H19 -5.38343 0.57656 1.80236  0.11
H20 6.09833 -3.30018 2.02542  0.13
H21 -2.73422 4.31951 -3.59114  0.13
H22 -4.00366 0.02905 0.83068  0.11
O5 5.36367 -3.99681 -2.67901  -0.20
H23 3.58637 1.14114 -0.01718  0.08
H24 2.65288 -1.76574 -2.67519  0.05
H25 -4.02580 -1.88974 2.12790  0.09
H26 5.21326 -1.24027 1.16643  0.06
H27 -2.11029 -5.18552 0.91540  0.12
C13 -1.69913 -4.22928 0.48688  -0.31
O6 -4.05071 -1.81757 -2.56353  -0.17
H28 -0.06530 -3.41281 -0.61310  0.04
H29 0.22425 1.73664 -3.86133  0.10
O7 -1.53443 -0.46572 4.98544  -0.10
C14 -0.84064 -0.13678 0.31676  -0.06
H30 -4.34325 5.44045 0.56248  0.12
H31 3.48395 -3.55790 2.34731  0.10
C15 -3.39551 -0.52989 -2.42501  -0.19
H32 0.01622 -0.57222 3.65594  0.09
H33 1.69342 -1.95183 -1.27410  0.06
H34 0.66520 4.44032 -1.04906  0.08
N2 -3.81226 2.86283 0.63393  -0.07
C16 5.42336 -4.00219 1.43837  -0.19
H35 -5.82815 2.93980 1.20941  0.12
H36 -5.86879 -2.57334 -2.24444  0.09
C17 -3.76186 2.77166 -4.70658  -0.07
H37 -5.69736 7.35836 0.45395  0.09
C18 -5.14582 4.88886 1.08105  -0.25
H38 1.42311 2.20927 6.17993  0.06
H39 -1.15010 -1.90108 3.50909  0.09
O8 0.98257 -1.39474 1.02668  -0.11
O9 -0.48485 1.97917 3.49405  -0.12
N3 4.96480 -3.48476 0.11110  -0.05
H40 4.35985 1.07764 -3.01571  0.09
H41 4.52369 -2.21354 -2.04146  0.08
H42 -5.07634 -2.07223 -0.81397  0.07
H43 0.72761 -1.48939 5.85185  0.08
C19 2.50267 -5.98241 2.27435  -0.11
C20 4.19456 -4.36592 2.29021  -0.22
O10 -1.41031 -3.53976 1.67629  -0.10
H44 4.60675 -3.20434 -4.44569  0.08
H45 4.91330 0.31493 -0.73213  0.04
H46 -1.34289 0.77720 0.21695  0.05
C21 -0.79765 4.67171 0.49930  -0.29
H47 -2.85842 -0.52139 -1.44196  0.12
H48 4.68903 -4.35098 -0.28469  0.09
H49 6.24465 3.51265 -3.36869  0.08
H50 6.84847 -3.58697 -0.69632  0.12
C22 -0.63384 -1.26066 4.23227  -0.34
H51 -4.95368 4.82952 2.22794  0.16
O11 -6.39180 5.45292 0.77835  -0.19
H52 -2.67902 -0.08278 -4.41728  0.13
H53 3.42273 -0.60253 -0.40863  0.07
H54 4.35303 2.01970 -4.41316  0.11
H55 1.93160 -1.47177 1.30829  0.08
H56 1.12456 -2.57109 -2.87250  0.09
H57 1.19213 0.52252 0.22981  0.08
C23 0.63235 1.84642 5.57057  -0.07
C24 4.64115 -0.30392 1.29045  -0.27
H58 -0.49555 -2.86613 5.60230  0.06
H59 -5.76104 -0.81843 -1.92041  0.11
H60 -3.60235 2.50035 -0.30694  0.10
O12 -1.41273 3.90655 1.54284  -0.11
H61 -2.94165 2.10429 -4.81876  0.04
H62 2.14670 -6.76537 1.68314  0.07
C25 1.63370 -1.78205 -2.32623  -0.13
H63 4.58380 -5.01632 -4.22916  0.10
O13 6.16844 1.06025 -3.93008  -0.09
H64 6.30740 -1.87766 -0.28710  0.13
H65 -1.55811 5.24652 -0.08503  0.11
H66 -3.43583 -1.83674 3.84229  0.09
H67 -4.11490 0.28040 -2.56114  0.11
C26 -4.30794 0.57899 1.75195  -0.21
H68 -2.57827 1.78977 2.06036  0.11
C27 0.55621 -0.05328 0.87828  -0.30
H69 1.61115 1.93031 3.64640  0.11
H70 -4.46549 4.16006 -3.18509  0.11
H71 0.30146 -4.92158 0.25998  0.08
C28 -5.21684 -1.80789 -1.83925  -0.15
H72 -0.77485 -0.71068 -0.62365  0.07
H73 -5.58871 3.44942 -0.46646  0.14
C29 -4.17998 -1.40480 3.12706  -0.07
H74 6.18573 -1.99712 -2.60568  0.13
H75 -4.63323 2.18172 -4.71362  0.07
H76 0.84551 -2.65818 4.48720  0.06
H77 -2.46047 -3.74515 -0.15453  0.10
C30 5.40122 3.08013 -2.81207  -0.09
H78 4.62182 3.86819 -2.70213  0.08
H79 -5.16046 -1.57013 3.53170  0.07
C31 -0.03598 3.77594 -0.48044  -0.09
H80 5.36620 0.42840 1.74657  0.13
H81 1.43267 -0.11646 -4.59321  0.11
C32 0.62232 -0.30254 -3.93448  -0.17
H82 0.63353 0.75356 5.54406  0.05
H83 -2.24870 3.55839 1.24574  0.00
O14 -3.31323 2.68123 -2.40354  -0.13
H84 3.84003 -0.55568 3.08339  0.10
H85 -6.30879 7.10529 2.16333  0.09
H86 3.37957 -3.86953 -3.33543  0.09
C33 0.16393 -2.16858 5.15747  -0.06
H87 -7.43536 7.04708 0.82926  0.09
H88 -0.05189 5.42768 0.82730  0.11
C34 0.71563 2.37134 4.15053  -0.30
H89 2.84788 -6.44379 3.25316  0.11
H90 0.25091 -1.24544 -4.28533  0.10
H91 5.71579 2.80324 -1.78257  0.08
H92 -0.36198 2.06401 5.98665  0.09
H93 -2.54051 2.20390 -2.71846  0.02

Atoms 1-3, force components in eV/Å:
-0.3 -1.7 -1.2
-0.1 -0.2 0.0
-0.3 -1.1 -1.0

Energy above the lowest of the compared OMol25 structures with the same formula, charge and spin (kcal/mol): 6.6
Kohn-Sham gap (eV): 9.3944
Highest occupied orbital energy (eV): -9.031